Entry 1:
{"formula": "C16H23NO", "method": "wB97M-V/def2-TZVPD", "charge": 0, "e_above_lowest_kcal_mol": 0.00, "lumo_ev": 0.797, "total_energy_ev": -20504.05023, "species": ["C", "C", "H", "H", "C", "N", "C", "O", "C", "H", "C", "H", "C", "C", "H", "C", "H", "H", "H", "H", "H", "H", "H", "C", "C", "C", "C", "C", "C", "H", "H", "C", "H", "H", "H", "H", "H", "H", "H", "H", "H"], "positions_angstrom": [[0.46, 1.97, -3.49], [0.44, 2.22, -1.99], [-0.18, 3.09, -1.77], [1.46, 2.44, -1.64], [-0.11, 1.01, -1.23], [-0.25, 1.32, 0.18], [-1.40, 1.16, 0.87], [-2.44, 0.85, 0.33], [-1.24, 1.39, 2.37], [-0.66, 2.30, 2.51], [-0.51, 0.18, 3.00], [0.07, -0.38, 2.27], [-1.63, -0.65, 3.62], [-2.57, 0.41, 4.18], [-3.56, 0.02, 4.41], [-2.61, 1.46, 3.07], [-2.81, 2.46, 3.46], [-3.38, 1.21, 2.34], [-2.15, 0.83, 5.10], [-1.27, -1.34, 4.38], [-2.14, -1.22, 2.84], [0.17, 0.53, 3.79], [0.60, 1.53, 0.69], [0.75, -0.21, -1.41], [0.25, -1.34, -2.04], [1.04, -2.47, -2.21], [2.34, -2.50, -1.74], [2.84, -1.37, -1.10], [2.06, -0.24, -0.94], [2.48, 0.62, -0.44], [3.86, -1.38, -0.73], [3.19, -3.73, -1.89], [3.07, -4.37, -1.02], [2.89, -4.29, -2.77], [4.24, -3.47, -1.98], [0.63, -3.34, -2.71], [-0.76, -1.34, -2.41], [-1.13, 0.80, -1.58], [-0.54, 1.78, -3.86], [0.85, 2.84, -4.02], [1.09, 1.12, -3.73]], "mulliken_charge": [-1.297, -0.426, 0.420, 0.288, -0.962, -0.011, 0.112, -0.690, 0.231, 0.499, -0.704, 0.317, -0.666, -0.598, 0.345, -0.999, 0.351, 0.302, 0.297, 0.365, 0.285, 0.341, 0.369, 0.594, -0.313, -0.814, 0.994, -1.077, -0.123, 0.319, 0.358, -1.458, 0.267, 0.380, 0.374, 0.362, 0.384, 0.574, 0.315, 0.410, 0.285]}

=====

Entry 2:
{"formula": "C16H24BO4", "method": "wB97M-V/def2-TZVPD", "charge": -1, "lumo_ev": 2.542, "total_energy_ev": -25839.76872, "species": ["B", "C", "C", "C", "C", "C", "C", "C", "C", "H", "H", "H", "H", "H", "H", "H", "H", "H", "H", "H", "H", "O", "C", "O", "C", "C", "C", "H", "H", "H", "H", "H", "H", "O", "C", "O", "C", "C", "C", "H", "H", "H", "H", "H", "H"], "positions_angstrom": [[2.81, -1.40, 3.47], [2.35, -0.17, 2.42], [2.06, -0.95, 0.97], [3.34, -1.06, -0.06], [3.09, -1.85, -1.48], [1.61, -2.51, -1.79], [0.36, -2.38, -0.74], [0.57, -1.58, 0.70], [-0.71, -1.53, 1.72], [3.83, -1.10, 3.97], [2.99, -2.39, 2.82], [1.94, -1.65, 4.22], [1.35, 0.32, 2.85], [3.20, 0.63, 2.32], [4.40, -0.61, 0.21], [3.97, -1.98, -2.26], [1.39, -3.12, -2.79], [-0.71, -2.86, -0.95], [-0.66, -0.66, 2.53], [-1.73, -1.33, 1.13], [-0.77, -2.57, 2.30], [-2.14, -3.35, -2.73], [-2.08, -2.45, -3.54], [-1.59, -2.58, -4.81], [-1.56, -1.30, -5.44], [-2.57, -0.47, -4.69], [-2.48, -1.02, -3.29], [-0.55, -0.89, -5.36], [-1.82, -1.40, -6.50], [-2.37, 0.61, -4.75], [-3.57, -0.65, -5.09], [-1.71, -0.53, -2.70], [-3.45, -0.97, -2.78], [-2.65, 2.47, 1.31], [-1.71, 2.98, 1.89], [-0.60, 2.30, 2.31], [0.25, 3.19, 3.05], [-0.14, 4.57, 2.61], [-1.61, 4.42, 2.30], [0.07, 3.02, 4.12], [1.30, 2.97, 2.83], [0.07, 5.34, 3.35], [0.39, 4.83, 1.69], [-2.23, 4.58, 3.19], [-1.93, 5.08, 1.49]], "mulliken_charge": [0.142, -0.489, 0.443, -0.434, -0.330, -0.470, -0.487, 0.523, -0.886, -0.248, -0.166, -0.215, -0.233, 0.159, 0.233, 0.223, 0.266, 0.372, 0.125, 0.297, 0.238, -0.616, 0.478, -0.358, -0.422, -0.489, -0.300, 0.281, 0.296, 0.323, 0.252, 0.243, 0.290, -0.624, 0.411, -0.220, -0.355, -0.565, -0.366, 0.242, 0.311, 0.329, 0.278, 0.253, 0.267]}

=====

Entry 3:
{"formula": "C16H24CaNO15", "method": "wB97M-V/def2-TZVPD", "charge": 1, "e_above_lowest_kcal_mol": 244.57, "lumo_ev": -8.111, "total_energy_ev": -67606.77818, "species": ["Ca", "N", "O", "O", "O", "C", "C", "C", "O", "C", "O", "O", "H", "H", "H", "H", "H", "H", "C", "C", "C", "O", "C", "O", "O", "H", "H", "H", "H", "H", "H", "C", "C", "C", "O", "C", "O", "O", "H", "H", "H", "H", "H", "H", "C", "C", "C", "O", "C", "O", "O", "H", "H", "H", "H", "H", "H"], "positions_angstrom": [[3.86, 0.17, 4.75], [1.04, -1.10, 1.37], [2.04, -0.44, 1.31], [0.62, -1.26, 2.48], [0.57, -1.62, 0.37], [3.71, -4.97, -4.21], [3.48, -3.64, -4.86], [4.14, -2.50, -4.21], [5.20, -2.17, -5.13], [5.04, -2.86, -6.28], [5.73, -2.68, -7.28], [4.07, -3.70, -6.13], [4.73, -5.09, -3.84], [3.54, -5.72, -4.98], [3.01, -5.17, -3.40], [2.41, -3.50, -5.01], [4.55, -2.78, -3.24], [3.43, -1.67, -4.10], [-1.21, 8.90, 4.09], [-0.85, 7.82, 3.07], [0.63, 7.98, 2.50], [1.18, 6.68, 2.63], [0.46, 5.92, 3.43], [0.82, 4.77, 3.76], [-0.62, 6.66, 3.86], [-0.40, 9.30, 4.69], [-2.11, 8.69, 4.67], [-1.61, 9.68, 3.43], [-1.59, 7.62, 2.29], [1.24, 8.68, 3.07], [0.57, 8.33, 1.47], [-1.50, -7.44, 5.02], [-2.41, -7.47, 3.80], [-1.97, -6.36, 2.80], [-1.96, -7.13, 1.60], [-2.13, -8.49, 1.79], [-2.17, -9.41, 0.92], [-2.25, -8.71, 3.10], [-0.46, -7.63, 4.78], [-1.82, -8.15, 5.78], [-1.40, -6.46, 5.49], [-3.46, -7.42, 4.08], [-0.97, -6.02, 3.05], [-2.71, -5.57, 2.66], [-0.99, 3.38, -2.08], [-2.15, 3.94, -2.88], [-2.88, 2.88, -3.72], [-4.23, 3.35, -3.52], [-4.31, 4.01, -2.40], [-5.42, 4.40, -2.03], [-3.13, 4.37, -1.96], [-0.25, 2.81, -2.64], [-1.35, 2.76, -1.26], [-0.47, 4.26, -1.68], [-1.87, 4.87, -3.37], [-2.75, 1.93, -3.20], [-2.65, 3.00, -4.78]], "mulliken_charge": [1.682, 1.137, -0.604, -0.641, -0.575, -1.447, 0.458, -0.367, -0.342, 0.708, -0.583, -0.353, 0.353, 0.358, 0.382, 0.285, 0.285, 0.263, -1.323, 0.379, -0.500, -0.311, 0.695, -0.645, -0.331, 0.333, 0.350, 0.396, 0.352, 0.294, 0.310, -1.498, 0.478, -0.393, -0.324, 0.680, -0.574, -0.326, 0.387, 0.340, 0.390, 0.273, 0.289, 0.279, -1.334, 0.323, -0.410, -0.318, 0.685, -0.603, -0.305, 0.369, 0.357, 0.323, 0.295, 0.313, 0.306]}